Record 1
{"formula": "C6H17NO", "method": "ωB97M-V with the def2-TZVPD basis set", "homo_ev": -8.16, "fmax_ev_per_a": 1.752, "smiles": "CCCN(C)CC.O", "lumo_ev": 0.9, "de_lowest_kj_mol": 113.0, "homo_lumo_gap_ev": 9.0, "symbols": ["C", "C", "C", "N", "C", "C", "C", "H", "H", "H", "H", "H", "H", "H", "H", "H", "H", "H", "H", "H", "H", "H", "O", "H", "H"], "positions_angstrom": [[-1.75, -2.09, -0.41], [-1.29, -0.63, -0.22], [0.23, -0.62, -0.02], [0.89, 0.70, -0.07], [0.13, 1.72, 0.65], [1.42, 1.18, -1.32], [0.52, 1.28, -2.56], [-2.81, -2.21, -0.17], [-1.20, -2.79, 0.22], [-1.59, -2.43, -1.43], [-1.80, -0.34, 0.68], [-1.58, -0.02, -1.07], [0.62, -1.19, -0.87], [0.46, -1.04, 0.96], [-0.54, 2.28, -0.01], [-0.46, 1.37, 1.50], [0.87, 2.43, 1.04], [1.92, 2.11, -1.11], [2.27, 0.55, -1.58], [0.15, 2.26, -2.85], [-0.32, 0.60, -2.43], [0.94, 0.85, -3.48], [-0.03, -1.25, 3.51], [0.23, -1.98, 2.94], [0.62, -0.56, 3.35]], "mulliken_charge": [-1.41, 0.14, -0.63, 0.05, -1.11, -0.69, -0.78, 0.40, 0.31, 0.35, 0.28, 0.22, 0.38, -0.11, 0.32, 0.34, 0.36, 0.42, 0.37, 0.29, 0.14, 0.35, -0.64, 0.32, 0.34]}

Record 2
{"formula": "C15H32GeIrNO6P3", "method": "ωB97M-V with the def2-TZVPD basis set", "homo_ev": [-7.45, -7.01], "s2": 0.76, "spin_multiplicity": 2, "fmax_ev_per_a": 2.621, "lumo_ev": [0.4, 0.4], "de_lowest_kj_mol": 40.1, "homo_lumo_gap_ev": [7.8, 7.4], "symbols": ["Ir", "N", "C", "C", "P", "O", "O", "O", "P", "O", "O", "O", "H", "H", "H", "H", "H", "H", "H", "H", "C", "H", "H", "H", "C", "Ge", "C", "C", "C", "H", "H", "H", "H", "H", "H", "H", "H", "H", "H", "C", "P", "C", "C", "C", "C", "C", "C", "C", "H", "H", "H", "H", "H", "H", "H", "H", "H", "H", "H"], "positions_angstrom": [[0.54, -0.17, 0.51], [1.59, 4.25, 0.05], [1.75, 3.39, 1.30], [2.45, 4.15, 2.41], [2.55, 1.85, 0.71], [4.09, 2.38, 0.70], [2.40, 0.68, 1.64], [2.05, 1.69, -0.70], [-0.05, 3.04, 1.67], [-0.11, 2.66, 3.23], [-0.68, 4.38, 1.41], [-0.49, 1.87, 0.84], [2.35, 4.91, -0.08], [0.67, 4.71, 0.16], [1.57, 3.56, -0.73], [3.44, 4.49, 2.10], [2.58, 3.48, 3.27], [1.85, 5.00, 2.73], [4.71, 1.65, 0.56], [-0.20, 3.46, 3.76], [-0.60, -2.04, -1.70], [-0.70, -1.26, -2.46], [-1.52, -2.06, -1.11], [-0.54, -3.01, -2.21], [2.20, -0.51, -3.34], [2.29, -1.78, -1.86], [2.60, -3.58, -2.62], [3.85, -1.35, -0.74], [0.62, -1.81, -0.82], [3.13, -0.55, -3.92], [2.08, 0.50, -2.95], [1.37, -0.74, -4.01], [3.57, -3.62, -3.11], [1.84, -3.81, -3.36], [2.57, -4.35, -1.84], [4.78, -1.56, -1.27], [3.85, -1.91, 0.20], [3.82, -0.29, -0.50], [0.69, -2.62, -0.08], [-2.90, -0.10, 0.89], [-1.41, -0.89, 1.56], [-1.51, -0.44, 3.32], [-1.78, -2.67, 1.55], [-2.73, -3.22, 0.70], [-2.59, -4.50, 0.19], [-1.51, -5.28, 0.53], [-0.56, -4.76, 1.40], [-0.71, -3.49, 1.92], [-2.94, -0.25, -0.19], [-2.84, 0.97, 1.09], [-3.79, -0.52, 1.36], [-2.50, -0.70, 3.70], [-1.34, 0.63, 3.42], [-0.75, -0.98, 3.88], [-3.61, -2.64, 0.45], [-3.34, -4.91, -0.48], [-1.44, -6.30, 0.18], [0.28, -5.37, 1.69], [0.02, -3.08, 2.61]], "mulliken_spin": [1.04, 0.00, 0.00, 0.00, 0.00, 0.00, 0.03, 0.00, 0.01, 0.00, 0.00, 0.01, 0.00, 0.00, 0.00, 0.00, 0.00, 0.00, 0.00, 0.00, 0.02, 0.00, -0.01, 0.00, 0.00, 0.00, 0.00, 0.01, -0.02, 0.00, 0.00, 0.00, 0.00, 0.00, 0.00, 0.00, 0.00, -0.01, -0.04, 0.00, -0.04, -0.01, 0.01, 0.00, 0.00, 0.00, 0.00, -0.01, 0.00, 0.00, 0.00, 0.00, 0.00, 0.00, 0.00, 0.00, 0.00, 0.00, 0.00]}

Record 3
{"formula": "C20H21N3ORuS2SbSe4", "method": "ωB97M-V with the def2-TZVPD basis set", "homo_ev": [-6.67, -7.27], "s2": 8.77, "spin_multiplicity": 6, "fmax_ev_per_a": 0.486, "lumo_ev": [-0.1, -1.1], "de_lowest_kj_mol": 62.7, "homo_lumo_gap_ev": [6.6, 6.2], "symbols": ["Ru", "C", "C", "C", "C", "C", "C", "N", "Sb", "C", "C", "C", "C", "C", "C", "N", "C", "C", "C", "C", "C", "C", "N", "H", "H", "H", "H", "H", "H", "H", "H", "H", "H", "H", "H", "H", "H", "H", "H", "H", "H", "Se", "Se", "Se", "Se", "C", "O", "C", "S", "S", "H", "H", "H"], "positions_angstrom": [[-0.23, 0.35, -0.01], [-0.88, -1.47, -2.92], [0.54, -1.00, -2.85], [1.28, -0.75, -3.99], [2.59, -0.31, -3.87], [3.14, -0.17, -2.61], [2.35, -0.43, -1.51], [1.07, -0.82, -1.63], [3.27, -0.38, 0.45], [1.87, -1.69, 1.44], [2.42, -2.58, 2.35], [1.62, -3.59, 2.86], [0.32, -3.70, 2.41], [-0.18, -2.77, 1.49], [-1.56, -2.96, 0.95], [0.59, -1.76, 1.05], [2.48, 1.49, 1.21], [3.44, 2.43, 1.55], [3.04, 3.63, 2.11], [1.69, 3.84, 2.31], [0.76, 2.86, 1.94], [-0.69, 3.12, 2.14], [1.16, 1.68, 1.42], [-1.09, -1.95, -3.87], [-1.56, -0.62, -2.81], [-1.09, -2.17, -2.11], [0.83, -0.88, -4.96], [3.17, -0.09, -4.76], [4.17, 0.16, -2.49], [3.46, -2.49, 2.63], [2.02, -4.30, 3.58], [-0.32, -4.50, 2.75], [-1.60, -3.88, 0.36], [-1.86, -2.13, 0.32], [-2.29, -3.05, 1.75], [4.49, 2.22, 1.37], [3.76, 4.39, 2.38], [1.33, 4.77, 2.73], [-0.87, 4.18, 2.34], [-1.07, 2.54, 2.99], [-1.26, 2.83, 1.26], [-2.72, 0.52, 0.07], [-2.18, 1.56, -4.06], [-0.29, 2.68, -3.69], [0.36, 2.49, -1.48], [-4.78, -1.87, 4.68], [-3.78, -1.10, 3.99], [-3.86, -0.95, 2.67], [-4.98, -1.59, 1.67], [-2.51, 0.09, 2.22], [-4.31, -2.22, 5.59], [-5.12, -2.71, 4.07], [-5.63, -1.23, 4.91]], "mulliken_spin": [3.33, 0.03, -0.01, -0.01, 0.01, 0.00, -0.02, 0.09, 0.02, -0.01, 0.01, 0.00, 0.00, 0.01, 0.02, 0.01, -0.02, 0.00, 0.00, 0.00, -0.01, 0.02, 0.07, 0.00, 0.00, 0.00, -0.01, 0.00, 0.00, 0.00, 0.00, 0.00, 0.00, -0.01, 0.00, 0.00, 0.00, 0.00, 0.00, 0.00, -0.01, 0.24, 0.57, 0.37, 0.25, 0.00, 0.00, 0.03, 0.01, 0.01, 0.00, 0.00, 0.00]}

Record 4
{"formula": "C8H6AuN2O4", "method": "ωB97M-V with the def2-TZVPD basis set", "homo_ev": [-22.29, -23.51], "s2": 2.01, "spin_multiplicity": 3, "fmax_ev_per_a": 8.292, "lumo_ev": [-12.5, -16.1], "total_charge": 3, "de_lowest_kj_mol": 0.0, "homo_lumo_gap_ev": [9.8, 7.4], "symbols": ["Au", "O", "C", "C", "O", "C", "O", "C", "O", "C", "C", "N", "C", "C", "N", "H", "H", "H", "H", "H", "H"], "positions_angstrom": [[-0.17, -0.73, -1.57], [-1.57, 3.26, -1.62], [-1.67, 2.13, -1.53], [1.65, -1.43, -1.75], [2.69, -1.86, -1.53], [-2.39, -2.00, -1.38], [-3.31, -2.65, -1.54], [-0.49, -0.55, -3.48], [-0.67, -0.43, -4.62], [1.29, 1.85, 0.74], [0.60, 0.62, 1.19], [-0.03, -0.34, 0.51], [-0.51, -1.25, 1.44], [-0.11, -0.87, 2.69], [0.59, 0.32, 2.51], [0.72, 2.74, 1.11], [2.31, 1.87, 1.18], [1.36, 1.90, -0.36], [-1.07, -2.12, 1.14], [-0.26, -1.34, 3.66], [1.05, 0.88, 3.22]], "mulliken_spin": [0.51, 0.00, 0.03, 0.20, -0.02, 0.06, -0.01, 0.14, 0.00, 0.02, 0.22, 0.07, 0.37, 0.35, -0.01, 0.03, 0.03, 0.00, 0.01, 0.01, 0.00]}